#w
Below is a 2-piece molecular cluster, CHN3O2 overall, with properties calculated with ωB97M-V/def2-TZVPD.

Output
Molar mass, Da: 87.0
Net charge: 0

XYZ file:
```
7
Properties=species:S:1:pos:R:3:lowdin_charge:R:1
N -2.582 -0.496 0.635 0.23
N -1.735 -0.912 0.019 -0.33
O -0.840 -1.241 -0.606 0.11
N 1.663 0.334 0.420 0.18
C 1.116 0.983 -0.406 -0.49
O 0.888 1.703 -1.261 0.17
H 1.491 -0.370 1.198 0.13
```

#x
Below is a 2-piece molecular cluster, CHN3O2 overall, with properties calculated with ωB97M-V/def2-TZVPD.

Output
Molar mass, Da: 87.0
Net charge: 0

XYZ file:
```
7
Properties=species:S:1:pos:R:3:lowdin_charge:R:1
N 0.664 1.721 0.838 0.23
N -0.310 1.850 0.322 -0.32
O -1.136 2.150 -0.398 0.11
N 1.127 -1.064 1.242 0.13
C 0.676 -1.316 0.268 -0.19
O -0.089 -1.841 -1.028 0.00
H -0.933 -1.501 -1.243 0.05
```

#y
Below is one molecule with the formula CHN3O2, with properties calculated with ωB97M-V/def2-TZVPD.

Output
Molar mass, Da: 87.0
Net charge: 0

XYZ file:
```
7
Properties=species:S:1:pos:R:3:lowdin_charge:R:1
O 0.247 -1.917 -0.430 0.04
C -0.020 -0.747 -0.089 -0.46
N 0.625 -0.047 1.076 0.19
N 0.302 1.078 0.781 -0.10
O -0.326 1.396 -0.221 0.05
N -0.675 0.173 -0.801 0.18
H -1.013 0.226 -1.641 0.10
```

Stability ranking, top entry: #w; the second entry is 242.9 kJ/mol less favorable.

#w
Below is an isolated ion of composition C4H10N3O and charge +1, with properties calculated with ωB97M-V/def2-TZVPD.

Output
Molar mass, Da: 116.1
Net charge: +1

XYZ file:
```
18
Properties=species:S:1:pos:R:3:lowdin_charge:R:1
C -2.193 -1.679 0.037 -0.07
N -0.872 -1.097 -0.371 -0.06
N -0.760 0.381 -0.168 0.11
C 0.318 1.030 -0.273 -0.41
C 0.424 2.423 0.133 0.03
N 1.448 0.334 -0.339 0.17
C 2.081 -0.462 0.448 -0.21
O 2.995 -1.283 0.170 0.21
H -3.115 -1.082 -0.462 0.12
H -2.289 -2.627 -0.342 0.04
H -2.288 -1.652 1.169 0.11
H -0.630 -1.260 -1.327 0.11
H -1.795 0.663 -0.349 0.21
H 0.618 2.312 1.259 0.15
H -0.401 3.099 -0.018 0.09
H 1.329 2.799 -0.392 0.11
H 1.780 -0.514 1.495 0.17
H 3.350 -1.386 -0.671 0.12
```

#x
Below is a 2-piece molecular cluster, C4H10N3O overall, with properties calculated with ωB97M-V/def2-TZVPD.

Output
Molar mass, Da: 116.1
Net charge: +1

XYZ file:
```
18
Properties=species:S:1:pos:R:3:lowdin_charge:R:1
C -2.818 0.543 0.384 -0.10
C 1.630 0.206 0.179 -0.39
C 2.418 1.465 -0.021 0.06
C -0.401 -0.939 -0.713 -0.09
N -1.925 -0.087 0.927 0.03
N 0.485 0.138 -0.675 0.13
N -0.074 -2.129 -0.154 0.21
O 1.965 -0.739 0.908 0.08
H -3.824 0.850 0.890 0.12
H -2.702 0.804 -0.659 0.06
H 2.941 1.740 0.805 0.08
H 1.889 2.151 -0.664 0.10
H 3.099 1.054 -0.709 0.10
H -1.328 -0.798 -1.419 0.18
H 0.351 0.928 -1.207 0.11
H 0.801 -1.989 0.435 0.13
H -1.830 -0.341 1.920 0.11
H -0.676 -2.856 -0.226 0.09
```

Stability ranking, top entry: #x; the second entry is 115.5 kJ/mol less favorable.

#w
Below is a 3-piece molecular cluster, C3H15N2O2 overall, with properties calculated with ωB97M-V/def2-TZVPD.

Output
Molar mass, Da: 111.2
Net charge: +1

XYZ file:
```
22
Properties=species:S:1:pos:R:3:lowdin_charge:R:1
N 0.128 1.077 -1.179 0.20
C -0.643 1.377 0.046 -0.34
C -0.640 2.841 0.416 -0.04
C -0.175 0.406 1.172 -0.22
N 0.332 -0.831 0.663 0.00
H 1.025 1.568 -1.198 0.18
H -0.285 1.383 -2.060 0.17
H 0.327 0.071 -1.268 0.13
H -1.679 1.029 0.014 0.15
H 0.204 3.024 1.073 0.09
H -1.544 3.060 1.002 0.10
H -0.867 3.636 -0.299 0.09
H 0.573 0.937 1.767 0.13
H -1.063 0.228 1.792 0.13
H -0.175 -1.646 0.345 0.10
H 0.979 -1.297 1.283 0.04
H 0.754 -3.240 3.415 0.06
H 1.816 -3.431 2.424 0.06
O 1.144 -2.777 2.666 -0.05
H 0.292 -0.709 -3.845 0.03
H -0.791 -1.761 -4.165 0.05
O -0.422 -1.223 -3.464 -0.05
```

#x
Below is a 3-piece molecular cluster, C3H15N2O2 overall, with properties calculated with ωB97M-V/def2-TZVPD.

Output
Molar mass, Da: 111.2
Net charge: +1

XYZ file:
```
22
Properties=species:S:1:pos:R:3:lowdin_charge:R:1
C -1.172 0.742 0.415 -0.14
C -1.537 -0.559 1.111 -0.17
C -0.319 -1.503 1.279 -0.29
N -0.234 -2.477 0.224 0.00
N -0.253 0.543 -0.736 0.21
H -0.659 1.295 1.202 0.13
H -2.078 1.314 0.266 0.13
H -2.366 -1.139 0.714 0.12
H -1.804 -0.425 2.136 0.11
H 0.616 -0.915 1.356 0.11
H -0.316 -1.945 2.278 0.12
H -0.677 -2.266 -0.655 0.07
H -0.035 -3.451 0.346 0.08
H -0.810 0.691 -1.571 0.13
H 0.494 1.235 -0.808 0.17
H 0.240 -0.355 -0.648 0.14
H 3.524 1.551 2.379 0.04
H 4.032 2.239 1.067 0.04
O 3.423 1.585 1.425 -0.07
H 0.736 1.106 -4.030 0.06
H -0.709 1.555 -4.195 0.06
O -0.098 1.178 -3.553 -0.05
```

Stability ranking, top entry: #w; the second entry is 10.0 kJ/mol less favorable.

#w
Below is a 6-piece molecular cluster, C6H24O6 overall, with properties calculated with ωB97M-V/def2-TZVPD.

Output
Molar mass, Da: 192.3
Net charge: 0

XYZ file:
```
36
Properties=species:S:1:pos:R:3:lowdin_charge:R:1
C 0.212 4.450 -0.953 -0.16
O 0.820 5.601 -0.374 -0.13
H -0.881 4.449 -0.941 0.08
H 0.487 4.449 -2.006 0.08
H 0.591 3.580 -0.415 0.06
H 0.290 5.944 0.349 0.07
C -3.431 -0.780 -0.040 -0.15
O -4.099 -0.393 -1.247 -0.12
H -3.974 -1.437 0.636 0.08
H -2.491 -1.259 -0.335 0.05
H -3.151 0.143 0.466 0.07
H -4.796 -1.030 -1.430 0.07
C 2.751 -2.601 -0.994 -0.17
O 4.113 -2.991 -1.136 -0.12
H 2.134 -3.435 -0.634 0.07
H 2.617 -1.807 -0.260 0.07
H 2.266 -2.316 -1.930 0.07
H 4.612 -2.370 -0.601 0.07
C -0.913 -5.202 -0.952 -0.17
O -0.757 -3.889 -0.461 -0.13
H -0.887 -5.870 -0.087 0.08
H -1.872 -5.327 -1.457 0.08
H -0.056 -5.528 -1.551 0.08
H -0.937 -3.201 -1.100 0.06
C -0.125 0.625 -0.002 -0.17
O 0.377 -0.194 -1.025 -0.11
H -0.645 0.072 0.787 0.07
H 0.693 1.085 0.555 0.06
H -0.772 1.397 -0.416 0.08
H -0.283 -0.385 -1.693 0.08
C 1.608 2.856 3.023 -0.17
O 0.800 3.957 3.399 -0.12
H 2.156 3.087 2.109 0.08
H 2.400 2.675 3.765 0.08
H 0.993 1.960 2.903 0.07
H 0.150 3.684 4.047 0.07
```

#x
Below is a 6-piece molecular cluster, C6H24O6 overall, with properties calculated with ωB97M-V/def2-TZVPD.

Output
Molar mass, Da: 192.3
Net charge: 0

XYZ file:
```
36
Properties=species:S:1:pos:R:3:lowdin_charge:R:1
C -0.505 23.784 -5.818 -0.22
O -1.073 23.479 -7.024 -0.10
H 0.498 23.359 -5.775 0.08
H -0.589 24.828 -5.517 0.08
H -0.980 23.229 -5.009 0.08
H -0.585 24.040 -7.632 0.08
C -6.525 17.934 -3.467 -0.16
O -5.208 18.122 -2.945 -0.13
H -6.483 17.289 -4.344 0.08
H -7.004 17.470 -2.605 0.08
H -7.049 18.876 -3.629 0.07
H -4.898 18.827 -3.518 0.06
C -10.554 25.171 -8.924 -0.16
O -10.381 25.619 -10.273 -0.13
H -9.782 25.607 -8.290 0.07
H -11.524 25.570 -8.630 0.07
H -10.611 24.088 -8.811 0.08
H -10.292 26.574 -10.227 0.07
C -2.172 18.324 -7.135 -0.15
O -3.008 17.235 -7.625 -0.13
H -2.287 18.482 -6.063 0.07
H -1.139 18.163 -7.444 0.08
H -2.538 19.297 -7.461 0.07
H -2.737 17.248 -8.545 0.06
C -3.880 24.234 -0.615 -0.19
O -3.995 25.275 0.314 -0.11
H -3.466 23.408 -0.036 0.08
H -4.801 23.824 -1.029 0.07
H -3.284 24.454 -1.500 0.08
H -3.480 26.005 -0.037 0.07
C -6.348 21.698 -6.693 -0.17
O -5.484 21.856 -5.591 -0.13
H -6.251 22.505 -7.419 0.08
H -5.973 20.783 -7.153 0.08
H -7.411 21.658 -6.457 0.08
H -4.699 22.255 -5.973 0.07
```

Stability ranking, top entry: #w; the second entry is 67.8 kJ/mol less favorable.

#w
Below is C6H24O6 as an isolated structure, with properties calculated with ωB97M-V/def2-TZVPD.

Output
Molar mass, Da: 192.3
Net charge: 0

XYZ file:
```
36
Properties=species:S:1:pos:R:3:lowdin_charge:R:1
C -1.172 1.528 2.069 -0.03
O -1.057 0.136 2.011 -0.07
H -0.480 1.937 1.333 0.11
H -2.154 1.799 1.681 0.08
H -0.969 1.834 3.095 0.12
H -1.424 -0.266 2.801 0.18
C 2.763 -1.152 1.304 -0.18
O 2.007 -1.322 2.530 -0.12
H 2.459 -1.940 0.615 0.08
H 2.903 -0.222 0.754 0.08
H 3.764 -1.437 1.628 0.08
H 1.133 -1.213 2.147 0.02
C -1.882 2.260 -1.200 -0.17
O -0.634 2.128 -1.822 -0.12
H -2.019 3.336 -1.310 0.10
H -2.732 1.746 -1.648 0.09
H -1.922 1.972 -0.150 0.01
H -0.184 2.974 -1.763 0.09
C -2.951 -0.063 0.141 -0.20
O -2.319 -1.002 0.926 -0.08
H -4.022 -0.262 0.180 0.09
H -2.868 0.971 0.477 0.03
H -2.775 -0.258 -0.917 0.09
H -1.922 -0.547 1.673 -0.14
C 0.553 0.184 -0.413 -0.09
O 0.834 -0.429 0.847 -0.23
H 0.596 -0.706 -1.040 0.07
H -0.479 0.509 -0.550 0.05
H 1.297 0.807 -0.910 0.10
H 0.108 -0.077 1.367 -0.04
C 2.266 -2.144 -2.572 -0.19
O 3.428 -2.880 -2.720 -0.10
H 2.010 -1.930 -1.534 0.05
H 2.219 -1.288 -3.246 0.08
H 1.488 -2.751 -3.034 0.08
H 4.137 -2.233 -2.751 0.08
```

#x
Below is a 6-piece molecular cluster, C6H24O6 overall, with properties calculated with ωB97M-V/def2-TZVPD.

Output
Molar mass, Da: 192.3
Net charge: 0

XYZ file:
```
36
Properties=species:S:1:pos:R:3:lowdin_charge:R:1
C 5.671 3.037 0.795 -0.16
O 6.585 3.190 -0.322 -0.12
H 5.963 2.390 1.622 0.07
H 5.262 3.948 1.231 0.07
H 4.735 2.555 0.511 0.06
H 6.296 2.654 -1.064 0.07
C -0.358 1.299 -1.309 -0.22
O -0.336 0.452 -0.254 -0.10
H -1.335 1.767 -1.427 0.08
H 0.451 2.029 -1.320 0.08
H -0.191 0.665 -2.180 0.08
H -0.147 0.889 0.579 0.08
C -2.145 3.207 -6.226 -0.21
O -1.255 2.268 -6.678 -0.10
H -2.447 4.017 -6.889 0.08
H -3.058 2.643 -6.033 0.07
H -1.873 3.652 -5.269 0.08
H -1.154 2.343 -7.630 0.08
C 0.693 0.124 4.087 -0.20
O 0.272 1.367 3.688 -0.11
H 0.781 0.167 5.173 0.08
H 0.124 -0.764 3.811 0.07
H 1.648 -0.018 3.581 0.08
H -0.252 1.663 4.436 0.08
C 0.839 -4.481 1.125 -0.15
O 1.638 -4.644 2.304 -0.13
H 0.380 -3.493 1.130 0.07
H 1.381 -4.652 0.196 0.08
H 0.049 -5.232 1.149 0.07
H 1.041 -4.618 3.055 0.07
C -4.857 -2.857 1.706 -0.15
O -5.464 -3.735 0.755 -0.14
H -5.710 -2.204 1.888 0.08
H -4.359 -3.469 2.458 0.08
H -4.068 -2.264 1.241 0.07
H -4.798 -3.891 0.081 0.06
```

#y
Below is a 6-piece molecular cluster, C6H24O6 overall, with properties calculated with ωB97M-V/def2-TZVPD.

Output
Molar mass, Da: 192.3
Net charge: 0

XYZ file:
```
36
Properties=species:S:1:pos:R:3:lowdin_charge:R:1
C -0.471 0.300 -0.123 -0.10
O 0.968 0.223 -0.023 -0.14
H -0.757 0.895 -0.991 0.08
H -0.825 -0.730 -0.170 0.08
H -0.914 0.769 0.756 0.09
H 1.086 -0.341 0.744 0.03
C 2.412 -0.316 -3.022 -0.15
O 1.013 -0.010 -2.972 -0.13
H 3.007 0.454 -2.531 0.07
H 2.537 -1.292 -2.553 0.07
H 2.842 -0.397 -4.020 0.07
H 0.807 -0.011 -2.034 0.01
C 4.120 1.711 1.411 -0.16
O 3.361 1.752 0.205 -0.12
H 5.125 1.334 1.221 0.07
H 4.228 2.644 1.964 0.07
H 3.673 0.949 2.050 0.06
H 2.556 1.236 0.285 0.02
C -2.857 3.064 -1.218 -0.19
O -2.801 4.435 -1.475 -0.10
H -2.621 2.467 -2.099 0.08
H -2.220 2.758 -0.388 0.06
H -3.882 2.737 -1.042 0.08
H -1.907 4.651 -1.750 0.08
C -3.327 -2.870 0.576 -0.22
O -4.226 -2.954 -0.456 -0.09
H -3.681 -3.223 1.545 0.08
H -2.470 -3.515 0.384 0.07
H -2.937 -1.861 0.708 0.07
H -4.695 -3.785 -0.349 0.08
C 0.255 -2.041 2.409 -0.17
O 1.263 -1.079 2.437 -0.11
H 0.460 -2.816 3.148 0.09
H -0.749 -1.639 2.545 0.08
H 0.288 -2.542 1.442 0.09
H 1.339 -0.958 3.386 0.10
```

Stability ranking, top entry: #y; the second entry is 103.9 kJ/mol less favorable.